(1)
C8H12 | wB97M-V/def2-TZVPD

Cartesian coordinates (Å):
C (3.0582, -1.0134, -0.2742)
C (1.9894, -0.0136, 0.0362)
C (2.3962, 1.3741, 0.1862)
C (-0.5817, 0.3019, -0.2058)
C (0.4923, -0.3395, 0.3357)
C (-3.5352, -0.8474, 0.3294)
C (-3.1438, 0.4274, -0.2768)
C (-1.7676, 0.7458, -0.6477)
H (2.6874, -0.5968, 0.6721)
H (3.5443, -1.7474, 0.2352)
H (3.0199, -1.2335, -1.2224)
H (1.8291, 1.9651, 0.8707)
H (2.2005, 1.8220, -0.8668)
H (3.4917, 1.3039, 0.2970)
H (0.5999, -1.2590, 0.8676)
H (-2.6646, -0.9698, 0.9890)
H (-3.7563, -1.7839, -0.1985)
H (-4.2139, -0.6833, 1.1859)
H (-3.8474, 0.9946, -0.8955)
H (-1.7984, 1.5527, -1.4171)

Forces on atoms 1 to 3 (eV/Å):
C 0.357 0.586 -2.574
C -1.747 -0.040 1.592
C 0.504 1.225 -2.873

Results
frontier orbital gap: 5.347 eV
calculated total energy: -311.5546 Ha
ΔE to the lowest compared entry with this formula, charge and spin: 270.97 kcal/mol
largest force on an atom: 0.1112 hartree/bohr
LUMO: -0.0575 hartree

These are the natural (NBO) partial charges, in e, on atoms 1 to 4: -0.772 -0.237 -0.618 0.190

=====

(2)
C15H40N2O15S2V | wB97M-V/def2-TZVPD

Cartesian coordinates (Å):
O (11.8556, 24.4525, -27.7861)
V (11.3217, 23.2278, -26.8105)
O (11.7366, 23.5587, -25.3129)
C (7.4442, 26.0621, -29.0033)
C (7.1875, 24.5705, -28.9031)
C (7.1507, 23.9935, -30.3140)
O (7.9164, 23.9429, -27.8759)
H (8.5000, 26.2738, -29.1720)
H (7.3116, 26.6214, -28.0772)
H (6.8031, 26.6423, -29.6670)
H (6.1400, 24.5103, -28.6078)
H (6.2774, 24.4322, -30.7968)
H (7.0740, 22.9104, -30.2189)
H (8.0764, 24.1880, -30.8557)
C (12.4962, 18.2633, -29.5656)
C (11.5942, 19.4963, -29.4405)
C (10.3077, 19.2426, -30.3112)
O (11.1017, 19.8012, -28.1277)
H (12.9010, 18.4006, -30.5683)
H (12.0436, 17.2718, -29.5836)
H (13.4080, 18.2797, -28.9686)
H (12.2799, 20.2006, -29.9114)
H (9.7347, 18.3538, -30.0469)
H (10.6811, 19.0861, -31.3232)
H (9.8287, 20.1756, -30.6084)
C (12.3869, 18.7337, -23.1638)
O (13.1826, 19.0708, -24.3229)
H (11.5581, 18.1408, -23.5507)
H (12.9447, 18.2076, -22.3891)
H (11.9931, 19.6470, -22.7177)
H (12.5934, 18.9810, -25.0754)
O (18.3197, 20.3018, -36.1684)
S (17.0466, 20.1832, -35.4845)
O (16.5324, 21.2791, -34.6973)
O (15.8314, 19.7206, -36.5838)
C (16.1743, 18.5893, -37.4035)
C (15.0423, 18.6577, -38.5432)
C (17.1539, 18.6604, -34.4045)
H (16.1574, 17.7732, -36.6811)
H (17.2136, 18.5861, -37.7319)
H (14.0620, 18.7278, -38.0718)
H (15.1075, 17.7070, -39.0725)
H (15.2152, 19.3648, -39.3545)
H (17.7826, 18.9885, -33.5768)
H (17.6368, 17.8703, -34.9795)
H (16.1470, 18.2570, -34.2974)
O (3.7340, 16.9013, -27.6056)
S (2.8153, 16.3080, -28.5387)
O (1.9701, 17.1092, -29.4276)
O (3.5823, 15.1664, -29.4894)
C (4.7126, 15.5693, -30.3099)
C (4.4270, 16.5386, -31.3938)
C (1.6917, 15.1906, -27.5464)
H (5.2064, 14.7368, -30.8111)
H (5.4509, 16.1448, -29.7516)
H (3.9511, 17.4387, -31.0044)
H (3.7510, 16.2419, -32.1956)
H (5.3378, 16.9222, -31.8536)
H (1.1908, 14.5332, -28.2571)
H (1.0406, 15.8159, -26.9357)
H (2.2863, 14.6775, -26.7905)
C (9.4232, 16.3947, -34.7048)
N (10.7092, 16.6844, -35.5101)
O (11.5797, 17.3193, -35.0304)
O (10.7831, 16.3012, -36.6554)
H (8.7295, 17.1196, -35.1307)
H (9.5816, 16.6184, -33.6498)
H (8.9933, 15.3957, -34.7777)
C (11.4014, 21.9739, -35.6827)
N (11.2769, 23.4157, -35.9484)
O (11.8949, 24.1377, -35.0918)
O (10.6708, 23.7422, -36.9134)
H (12.4529, 21.7724, -35.4782)
H (10.9777, 21.4026, -36.5086)
H (10.9071, 21.7819, -34.7305)

Forces on atoms 1 to 3 (eV/Å):
O -1.114 -3.387 2.670
V 0.445 3.012 -2.115
O -0.512 -0.483 -1.706

Results
frontier orbital gap: 4.494 eV
calculated total energy: -3573.4822 Ha
total charge: -1
largest force on an atom: 0.0866 hartree/bohr
LUMO: 0.0018 hartree

These are the Löwdin partial charges, in e, on atoms 1 to 4: -0.379 1.133 -0.370 -0.112